# C28H19BrN3O5Sn

C28H19BrN3O5Sn as an isolated structure (ωB97M-V/def2-TZVPD, the OMol25 dataset).

- LUMO: 2.05 eV
- Energy relative to the best compared isomer or geometry (same formula, charge and spin): 0.0 kcal per mole

```
! RIJCOSX wB97M-V def2-TZVPD def2/J DEFGRID3
* xyz -1 1
Sn -1.3728 -0.3186 -1.8000
Br -3.5475 7.1187 -1.4616
C -3.3617 5.2348 -1.6469
C -4.0071 4.5760 -2.6995
C -3.8883 3.2177 -2.8323
C -3.1090 2.4301 -1.9374
O -3.0533 1.1569 -2.0937
C -2.4529 3.1326 -0.8844
C -1.6696 2.4738 0.1345
N -1.2499 1.2660 0.1104
C -0.5038 0.7860 1.2072
C 0.5806 1.4460 1.7200
C 1.3205 0.8883 2.7854
C 0.9840 -0.3302 3.2997
C -0.1144 -1.0500 2.7693
C -0.4731 -2.3476 3.2034
C -1.5072 -2.9921 2.5974
C -2.2119 -2.3289 1.5673
N -1.9337 -1.1220 1.1569
C -0.8740 -0.4900 1.7238
C -2.6107 4.5230 -0.7521
H -4.6026 5.1437 -3.4030
H -4.3885 2.6938 -3.6366
H -1.4393 3.0855 1.0143
H 0.8964 2.3811 1.2738
H 2.1824 1.4220 3.1651
H 1.5706 -0.7782 4.0934
H 0.1072 -2.8240 3.9853
H -1.7735 -4.0069 2.8555
H -3.0208 -2.8406 1.0581
H -2.1213 5.0301 0.0714
C 0.0209 1.4257 -2.9241
C -0.3519 0.7181 -4.0883
C 0.3881 -0.4832 -4.1238
C 1.2114 -0.5311 -2.9928
C 0.9867 0.6361 -2.2312
H -0.3212 2.4104 -2.6388
H -1.0808 1.0456 -4.8149
H 0.2943 -1.2587 -4.8693
H 1.8488 -1.3537 -2.7076
H 1.5080 0.9187 -1.3277
O 0.0471 -4.7622 0.2507
C 0.4140 -3.6041 -0.0134
O -0.1848 -2.7213 -0.6693
C 1.7604 -3.1791 0.6050
C 2.4670 -4.0781 1.3952
C 3.6505 -3.7095 2.0229
C 4.1441 -2.4241 1.8737
C 3.4334 -1.5441 1.0729
C 2.2573 -1.8942 0.4333
N 3.9428 -0.1717 0.9350
O 3.3959 0.5644 0.1388
O 4.8161 0.1931 1.7060
H 2.0473 -5.0699 1.5035
H 4.1903 -4.4225 2.6337
H 5.0516 -2.0960 2.3574
H 1.7082 -1.1855 -0.1718
*
```

***

# C28H19BrN5ReS

C28H19BrN5ReS as an isolated structure (ωB97M-V/def2-TZVPD, the OMol25 dataset).

- LUMO (alpha / beta): -11.04 / -11.46 eV
- <S²>: 0.759

```
! RIJCOSX wB97M-V def2-TZVPD def2/J DEFGRID3
* xyz 3 2
Re -1.2921 0.1891 -0.9021
N 6.3381 -2.8721 5.0832
C 5.4664 -2.5499 4.4096
C 4.3762 -2.1467 3.5658
C 3.8450 -3.0454 2.6399
C 2.8112 -2.6493 1.8159
C 2.2720 -1.3591 1.9321
C 2.7955 -0.4725 2.8850
C 3.8539 -0.8581 3.6823
C 1.1621 -0.9385 1.0762
C 1.2925 -1.1163 -0.3240
C 2.4011 -1.5669 -1.0210
C 2.1150 -1.5596 -2.4060
C 0.8565 -1.0606 -2.5477
N 0.3139 -0.7547 -1.3010
C 0.0194 -0.3922 1.6984
C -0.2958 -0.3968 3.0553
C -1.6113 0.0792 3.2171
C -2.0982 0.3335 1.9665
N -1.1414 0.0467 1.0075
H 4.2415 -4.0495 2.5772
H 2.3780 -3.3615 1.1255
H 2.4081 0.5352 2.9640
H 4.2834 -0.1688 4.3963
H 3.3434 -1.8414 -0.5742
H 2.7742 -1.8646 -3.2023
H 0.3055 -0.8697 -3.4580
H 0.3470 -0.7532 3.8444
H -2.1451 0.1890 4.1470
H -3.0762 0.6962 1.6884
Br -3.8923 -4.3027 -3.3556
C -4.0512 -2.7209 -2.3960
C -5.2914 -2.2069 -2.0318
C -5.3501 -1.0192 -1.3103
C -4.1836 -0.3764 -0.9684
N -2.9808 -0.8799 -1.3255
C -2.9053 -2.0369 -2.0195
H -6.1987 -2.7316 -2.3033
H -6.2993 -0.5963 -1.0108
H -4.1941 0.5565 -0.4152
H -1.9214 -2.4201 -2.2543
S -2.1322 3.9564 -3.2063
C -2.3037 2.4108 -2.6073
N -1.3489 2.0172 -1.7561
C -0.3915 3.0282 -1.5520
C 0.7292 2.9592 -0.7286
C 1.5438 4.0692 -0.6669
C 1.2559 5.2273 -1.4084
C 0.1485 5.3016 -2.2254
C -0.6756 4.1775 -2.2853
H -3.1266 1.7704 -2.8951
H 0.9582 2.0673 -0.1504
H 2.4226 4.0539 -0.0372
H 1.9180 6.0792 -1.3364
H -0.0697 6.1948 -2.7947
*
```

***

What did the first record say?
# C28H19BrN3O5Sn

C28H19BrN3O5Sn as an isolated structure (ωB97M-V/def2-TZVPD, the OMol25 dataset).

- LUMO: 2.05 eV
- Energy relative to the best compared isomer or geometry (same formula, charge and spin): 0.0 kcal per mole

```
! RIJCOSX wB97M-V def2-TZVPD def2/J DEFGRID3
* xyz -1 1
Sn -1.3728 -0.3186 -1.8000
Br -3.5475 7.1187 -1.4616
C -3.3617 5.2348 -1.6469
C -4.0071 4.5760 -2.6995
C -3.8883 3.2177 -2.8323
C -3.1090 2.4301 -1.9374
O -3.0533 1.1569 -2.0937
C -2.4529 3.1326 -0.8844
C -1.6696 2.4738 0.1345
N -1.2499 1.2660 0.1104
C -0.5038 0.7860 1.2072
C 0.5806 1.4460 1.7200
C 1.3205 0.8883 2.7854
C 0.9840 -0.3302 3.2997
C -0.1144 -1.0500 2.7693
C -0.4731 -2.3476 3.2034
C -1.5072 -2.9921 2.5974
C -2.2119 -2.3289 1.5673
N -1.9337 -1.1220 1.1569
C -0.8740 -0.4900 1.7238
C -2.6107 4.5230 -0.7521
H -4.6026 5.1437 -3.4030
H -4.3885 2.6938 -3.6366
H -1.4393 3.0855 1.0143
H 0.8964 2.3811 1.2738
H 2.1824 1.4220 3.1651
H 1.5706 -0.7782 4.0934
H 0.1072 -2.8240 3.9853
H -1.7735 -4.0069 2.8555
H -3.0208 -2.8406 1.0581
H -2.1213 5.0301 0.0714
C 0.0209 1.4257 -2.9241
C -0.3519 0.7181 -4.0883
C 0.3881 -0.4832 -4.1238
C 1.2114 -0.5311 -2.9928
C 0.9867 0.6361 -2.2312
H -0.3212 2.4104 -2.6388
H -1.0808 1.0456 -4.8149
H 0.2943 -1.2587 -4.8693
H 1.8488 -1.3537 -2.7076
H 1.5080 0.9187 -1.3277
O 0.0471 -4.7622 0.2507
C 0.4140 -3.6041 -0.0134
O -0.1848 -2.7213 -0.6693
C 1.7604 -3.1791 0.6050
C 2.4670 -4.0781 1.3952
C 3.6505 -3.7095 2.0229
C 4.1441 -2.4241 1.8737
C 3.4334 -1.5441 1.0729
C 2.2573 -1.8942 0.4333
N 3.9428 -0.1717 0.9350
O 3.3959 0.5644 0.1388
O 4.8161 0.1931 1.7060
H 2.0473 -5.0699 1.5035
H 4.1903 -4.4225 2.6337
H 5.0516 -2.0960 2.3574
H 1.7082 -1.1855 -0.1718
*
```